C26H50Cl4F6NO8P | wB97M-V/def2-TZVPD

Results
Electronic energy: -121329.28450 eV

Last columns: bonded neighbours and bond lengths (Å).
Atoms and positions in Å:
1 C -4.018 12.244 18.161  C2 1.530, H10 1.088, H11 1.087, H12 1.101
2 C -3.063 13.415 18.398  C1 1.530, C3 1.516, H13 1.088, H14 1.096
3 C -3.815 14.515 19.121  C2 1.516, N4 1.497, H15 1.087, H16 1.095
4 N -3.225 15.889 19.050  C3 1.497, C5 1.509, C6 1.512, C9 1.520
5 C -2.891 16.309 17.639  N4 1.509, H17 1.085, H18 1.082, H19 1.086
6 C -1.999 16.086 19.913  N4 1.512, C7 1.519, H20 1.090, H21 1.092
7 C -1.973 17.546 20.332  C6 1.519, C8 1.536, H22 1.085, H23 1.089
8 C -3.429 18.037 20.295  C7 1.536, C9 1.526, H24 1.089, H25 1.085
9 C -4.200 16.890 19.649  N4 1.520, C8 1.526, H26 1.085, H27 1.090
10 H -4.734 12.068 18.962  C1 1.088
11 H -3.482 11.340 17.879  C1 1.087
12 H -4.629 12.477 17.276  C1 1.101
13 H -2.512 13.690 17.501  C2 1.088
14 H -2.295 13.011 19.067  C2 1.096
15 H -3.979 14.236 20.158  C3 1.087
16 H -4.768 14.674 18.605  C3 1.095
17 H -3.745 16.107 17.001  C5 1.085
18 H -2.014 15.749 17.343  C5 1.082
19 H -2.695 17.374 17.721  C5 1.086
20 H -1.048 15.790 19.469  C6 1.090
21 H -2.139 15.421 20.767  C6 1.092
22 H -1.306 18.104 19.683  C7 1.085
23 H -1.573 17.597 21.344  C7 1.089
24 H -3.505 18.927 19.672  C8 1.089
25 H -3.780 18.196 21.309  C8 1.085
26 H -4.965 17.141 18.921  C9 1.085
27 H -4.636 16.299 20.455  C9 1.090
28 P 1.077 12.715 20.090  F29 1.624, F30 1.637, F31 1.616, F32 1.621, F33 1.621, F34 1.630
29 F 1.117 11.575 18.934  P28 1.624
30 F 1.388 11.587 21.234  P28 1.637
31 F 2.673 12.928 19.954  P28 1.616
32 F 0.973 13.829 21.262  P28 1.621
33 F 0.778 13.836 18.959  P28 1.621
34 F -0.521 12.428 20.244  P28 1.630
35 Cl -0.507 9.985 13.268  C36 1.802
36 C -1.237 10.874 14.654  Cl35 1.802, C37 1.525, H39 1.086, H40 1.083
37 C -2.620 11.383 14.256  C36 1.525, Cl38 1.784, H41 1.082, H42 1.097
38 Cl -3.891 10.197 14.657  C37 1.784
39 H -0.572 11.709 14.856  C36 1.086
40 H -1.302 10.212 15.509  C36 1.083
41 H -2.718 11.779 13.255  C37 1.082
42 H -2.810 12.201 14.962  C37 1.097
43 Cl -7.362 15.385 20.097  C44 1.796
44 C -8.570 15.294 18.771  Cl43 1.796, C45 1.515, H47 1.086, H48 1.087
45 C -8.225 16.268 17.664  C44 1.515, Cl46 1.770, H49 1.092, H50 1.091
46 Cl -6.743 15.794 16.820  C45 1.770
47 H -9.531 15.499 19.236  C44 1.086
48 H -8.569 14.271 18.402  C44 1.087
49 H -8.236 17.276 18.083  C45 1.092
50 H -9.033 16.304 16.932  C45 1.091
51 C -0.543 20.776 18.066  O52 1.406, H57 1.095, H58 1.095, H59 1.091
52 O -0.292 19.429 17.749  C51 1.406, C53 1.403
53 C 0.753 19.286 16.824  O52 1.403, C54 1.499, H60 1.103, H61 1.108
54 C 0.917 17.870 16.358  C53 1.499, O55 1.408, H62 1.101, H63 1.095
55 O -0.221 17.469 15.633  C54 1.408, C56 1.404
56 C -0.142 16.166 15.117  O55 1.404, H64 1.088, H65 1.104, H66 1.097
57 H -1.098 21.261 17.256  C51 1.095
58 H 0.364 21.350 18.277  C51 1.095
59 H -1.143 20.812 18.976  C51 1.091
60 H 1.734 19.693 17.120  C53 1.103
61 H 0.560 19.945 15.954  C53 1.108
62 H 1.048 17.235 17.247  C54 1.101
63 H 1.822 17.789 15.747  C54 1.095
64 H -1.055 15.936 14.573  C56 1.088
65 H -0.060 15.394 15.903  C56 1.104
66 H 0.758 16.034 14.504  C56 1.097
67 C -1.853 17.695 28.584  O68 1.406, H73 1.094, H74 1.100, H75 1.087
68 O -0.914 17.751 27.538  C67 1.406, C69 1.415
69 C -1.188 16.802 26.525  O68 1.415, C70 1.519, H76 1.100, H77 1.097
70 C -0.294 17.076 25.328  C69 1.519, O71 1.404, H78 1.101, H79 1.088
71 O -0.346 18.408 24.888  C70 1.404, C72 1.418
72 C -1.490 18.809 24.153  O71 1.418, H80 1.093, H81 1.091, H82 1.102
73 H -1.908 16.685 29.002  C67 1.094
74 H -2.853 17.993 28.237  C67 1.100
75 H -1.556 18.427 29.331  C67 1.087
76 H -2.238 16.935 26.224  C69 1.100
77 H -0.986 15.785 26.885  C69 1.097
78 H -0.624 16.392 24.530  C70 1.101
79 H 0.756 16.882 25.536  C70 1.088
80 H -1.094 19.386 23.313  C72 1.093
81 H -2.197 19.361 24.774  C72 1.091
82 H -1.947 17.908 23.710  C72 1.102
83 C -2.919 20.655 12.907  C84 1.338, C89 1.464, H93 1.085
84 C -2.626 19.780 13.877  C83 1.338, C85 1.517, O92 1.328
85 C -3.628 18.726 14.310  C84 1.517, O86 1.216, C87 1.454
86 O -3.232 17.822 15.020  C85 1.216
87 C -4.909 18.688 13.622  C85 1.454, C88 1.337, H94 1.080
88 C -5.168 19.607 12.687  C87 1.337, C89 1.493, O91 1.337
89 C -4.221 20.672 12.240  C83 1.464, C88 1.493, O90 1.210
90 O -4.532 21.482 11.396  C89 1.210
91 O -6.360 19.600 12.080  C88 1.337, H95 0.974
92 O -1.418 19.665 14.417  C84 1.328, H96 0.988
93 H -2.089 21.151 12.415  C83 1.085
94 H -5.655 17.929 13.804  C87 1.080
95 H -6.319 20.241 11.348  O91 0.974
96 H -1.463 18.954 15.102  O92 0.988

=====

C4H15NO2 | wB97M-V/def2-TZVPD

Results
Electronic energy: -9975.85877 eV
SMILES: CCNCC.O.O
ΔE to the lowest compared entry with this formula, charge and spin: 1.227 eV

Last columns: bonded neighbours and bond lengths (Å).
Atoms and positions in Å:
1 C -0.333 -1.487 -0.121  C2 1.543, H6 1.100, H7 1.081, H8 1.095
2 C -1.827 -1.523 -0.504  C1 1.543, N3 1.461, H9 1.090, H10 1.089
3 N -2.494 -0.230 -0.640  C2 1.461, C4 1.446, H11 1.008
4 C -2.572 0.530 0.588  N3 1.446, C5 1.544, H12 1.074, H13 1.081
5 C -3.856 1.386 0.639  C4 1.544, H14 1.087, H15 1.090, H16 1.096
6 H 0.294 -1.737 -0.989  C1 1.100
7 H -0.163 -2.160 0.708  C1 1.081
8 H 0.006 -0.465 0.074  C1 1.095
9 H -1.964 -2.019 -1.464  C2 1.090
10 H -2.402 -2.136 0.188  C2 1.089
11 H -1.968 0.285 -1.330  N3 1.008
12 H -2.603 -0.127 1.437  C4 1.074
13 H -1.729 1.184 0.766  C4 1.081
14 H -3.871 2.056 -0.217  C5 1.087
15 H -4.697 0.708 0.491  C5 1.090
16 H -3.956 1.890 1.607  C5 1.096
17 O 4.791 1.459 -1.335  H18 0.964, H19 0.971
18 H 4.040 0.869 -1.202  O17 0.964
19 H 5.292 1.346 -0.511  O17 0.971
20 O 4.411 -0.256 1.088  H21 0.960, H22 0.966
21 H 4.948 -1.015 0.851  O20 0.960
22 H 4.259 -0.305 2.041  O20 0.966

=====

C4H7NO | wB97M-V/def2-TZVPD

Results
Electronic energy: -7792.67821 eV
SMILES: C#CON(C)C
ΔE to the lowest compared entry with this formula, charge and spin: 6.966 eV

Last columns: bonded neighbours and bond lengths (Å).
Atoms and positions in Å:
1 C -2.528 1.961 0.835  C2 1.210, H7 0.993
2 C -1.401 1.537 0.722  C1 1.210, O3 1.579
3 O -0.082 0.694 0.926  C2 1.579, N4 1.417
4 N 0.284 -0.064 -0.214  O3 1.417, C5 1.493, C6 1.437
5 C 1.730 -0.072 -0.587  N4 1.493, H8 1.095, H9 1.067, H10 1.152
6 C -0.218 -1.404 -0.085  N4 1.437, H11 1.073, H12 1.172, H13 1.092
7 H -3.247 2.639 0.732  C1 0.993
8 H 2.085 0.963 -0.642  C5 1.095
9 H 2.260 -0.588 0.182  C5 1.067
10 H 1.999 -0.512 -1.618  C5 1.152
11 H 0.224 -1.831 -0.965  C6 1.073
12 H 0.200 -2.035 0.809  C6 1.172
13 H -1.304 -1.288 -0.095  C6 1.092

=====

C14H20N4O | wB97M-V/def2-TZVPD

Results
Electronic energy: -22850.67889 eV
SMILES: c1ccc2[nH]c(NCCCN3CCOCC3)nc2c1
ΔE to the lowest compared entry with this formula, charge and spin: 0.000 eV

Last columns: bonded neighbours and bond lengths (Å).
Atoms and positions in Å:
1 C -6.385 -1.426 0.089  C2 1.393, C19 1.382, H20 1.080
2 C -6.610 -0.129 0.546  C1 1.393, C3 1.384, H21 1.080
3 C -5.595 0.813 0.566  C2 1.384, C4 1.380, H22 1.080
4 C -4.357 0.409 0.110  C3 1.380, N5 1.380, C18 1.414
5 N -3.146 1.061 -0.005  C4 1.380, C6 1.373, H23 1.004
6 C -2.266 0.145 -0.530  N5 1.373, N7 1.358, N17 1.305
7 N -0.985 0.465 -0.845  C6 1.358, C8 1.448, H24 1.008
8 C -0.288 1.569 -0.220  N7 1.448, C9 1.526, H25 1.101, H26 1.098
9 C 1.220 1.428 -0.405  C8 1.526, C10 1.531, H27 1.090, H28 1.091
10 C 1.801 0.320 0.478  C9 1.531, N11 1.451, H29 1.105, H30 1.094
11 N 3.088 -0.135 -0.015  C10 1.451, C12 1.454, C16 1.454
12 C 3.489 -1.399 0.582  N11 1.454, C13 1.528, H31 1.092, H32 1.105
13 C 4.793 -1.867 -0.063  C12 1.528, O14 1.408, H33 1.091, H34 1.100
14 O 5.820 -0.920 0.109  C13 1.408, C15 1.407
15 C 5.439 0.316 -0.445  O14 1.407, C16 1.529, H35 1.091, H36 1.101
16 C 4.148 0.840 0.185  N11 1.454, C15 1.529, H37 1.090, H38 1.105
17 N -2.801 -1.026 -0.742  C6 1.305, C18 1.375
18 C -4.115 -0.903 -0.358  C4 1.414, N17 1.375, C19 1.388
19 C -5.146 -1.833 -0.367  C1 1.382, C18 1.388, H39 1.078
20 H -7.205 -2.129 0.091  C1 1.080
21 H -7.595 0.147 0.892  C2 1.080
22 H -5.768 1.819 0.920  C3 1.080
23 H -2.964 2.028 0.197  N5 1.004
24 H -0.428 -0.337 -1.095  N7 1.008
25 H -0.520 1.624 0.855  C8 1.101
26 H -0.622 2.504 -0.688  C8 1.098
27 H 1.689 2.383 -0.167  C9 1.090
28 H 1.434 1.193 -1.448  C9 1.091
29 H 1.862 0.670 1.525  C10 1.105
30 H 1.130 -0.543 0.459  C10 1.094
31 H 2.709 -2.141 0.400  C12 1.092
32 H 3.639 -1.302 1.672  C12 1.105
33 H 5.144 -2.789 0.403  C13 1.091
34 H 4.620 -2.040 -1.135  C13 1.100
35 H 6.265 1.005 -0.259  C15 1.091
36 H 5.288 0.208 -1.530  C15 1.101
37 H 3.872 1.778 -0.299  C16 1.090
38 H 4.319 1.030 1.260  C16 1.105
39 H -4.974 -2.837 -0.721  C19 1.078

=====

So what do the calculations give for Kohn-Sham gap? Going down the list: 7.924, 9.198, 9.718, 8.298 eV.